{"formula": "C44H45F9O2S", "method": "ωB97M-V with the def2-TZVPD basis set", "largest_force_ha_per_bohr": 0.02954, "smiles": "O=C1C[C@H](CCC(F)(F)C(F)(F)S(F)(F)(F)(F)F)CO1.c1ccccc1.c1ccccc1.c1ccccc1.c1ccccc1.c1ccccc1.c1ccccc1", "orbital_gap_ev": 9.42, "homo_energy_ev": -9.1, "symbols": ["S", "F", "F", "F", "F", "F", "F", "F", "F", "F", "O", "O", "C", "C", "C", "C", "C", "C", "C", "C", "C", "C", "C", "C", "C", "C", "C", "C", "C", "C", "C", "C", "C", "C", "C", "C", "C", "C", "C", "C", "C", "C", "C", "C", "C", "C", "C", "C", "C", "C", "C", "C", "C", "C", "C", "C", "H", "H", "H", "H", "H", "H", "H", "H", "H", "H", "H", "H", "H", "H", "H", "H", "H", "H", "H", "H", "H", "H", "H", "H", "H", "H", "H", "H", "H", "H", "H", "H", "H", "H", "H", "H", "H", "H", "H", "H", "H", "H", "H", "H", "H"], "coordinates": [[-1.5207, 2.1196, -1.3905], [-4.4351, -0.5125, -1.6916], [-2.6430, 3.2299, -1.4462], [-2.1972, -0.3996, -1.0018], [-4.2946, 1.4396, -2.5708], [-1.7564, 1.6813, -2.8788], [-0.3221, 1.0884, -1.2837], [-1.1902, 2.5822, 0.0853], [-2.8500, 0.9335, 0.5799], [-0.5017, 3.2028, -1.9113], [-5.6130, 1.0202, 3.4957], [-4.4217, 2.6681, 2.5533], [-2.7626, 0.8036, -0.7602], [4.0177, -4.1769, 4.6299], [9.3277, -3.8340, 3.5886], [-7.2363, 1.7489, -5.7652], [11.6198, -3.2284, 3.9866], [4.9352, -3.5825, 3.7745], [5.8337, -5.4477, 0.2439], [6.3594, -4.1854, 0.4807], [-5.5635, 1.9608, 2.7402], [12.0360, -4.2248, 3.1146], [-2.1443, 5.8011, -4.8706], [0.8602, -2.5190, 1.4443], [4.5077, -5.5843, -0.1451], [3.7094, -4.4590, -0.2961], [-5.6037, 2.7573, -0.5189], [0.9488, -3.8254, 1.9030], [-5.8738, 3.3922, 0.8446], [-7.9910, 2.8798, -6.0448], [11.0980, -5.0227, 2.4748], [-1.3804, -2.9358, 0.6824], [-4.6050, 3.7364, 1.6290], [-1.2929, -4.2414, 1.1448], [5.6221, -2.4458, 4.1776], [-5.3142, 1.2486, -0.4700], [-6.1311, 4.2710, -5.4238], [-4.2003, 0.7938, -1.3938], [-0.1276, -4.6877, 1.7524], [3.7816, -3.6317, 5.8843], [-5.9319, 1.8791, -5.3091], [5.3893, -1.9025, 5.4337], [-3.7889, 6.1878, -3.1615], [-5.3808, 3.1402, -5.1346], [-2.7812, 5.4023, -3.7040], [-2.5191, 6.9814, -5.4973], [4.2383, -3.1965, -0.0681], [9.7449, -4.8249, 2.7105], [4.4668, -2.4935, 6.2857], [-3.5237, 7.7690, -4.9515], [-0.3019, -2.0725, 0.8299], [5.5628, -3.0600, 0.3190], [-6.6443, 2.5681, 1.8719], [-4.1570, 7.3737, -3.7818], [10.2664, -3.0338, 4.2245], [-7.4372, 4.1407, -5.8767], [-6.4884, 2.9124, -1.1210], [3.0638, -4.0937, 6.5495], [-7.6651, 0.7648, -5.9038], [5.9262, -1.0167, 5.7484], [-3.8121, 8.6916, -5.4379], [-7.4209, 1.9061, 1.5281], [-0.3624, -1.0567, 0.4713], [-0.0586, -5.7076, 2.1088], [8.2716, -3.6864, 3.7775], [1.7004, -1.8471, 1.5668], [4.0954, -6.5684, -0.3266], [-6.4714, 4.2793, 0.6622], [-2.2894, -2.5927, 0.2084], [1.8586, -4.1701, 2.3781], [-5.6962, 5.2527, -5.2964], [-5.3447, 0.9968, -5.0899], [5.9743, -2.0755, 0.5024], [3.6144, -2.3203, -0.1871], [-4.3651, 3.2431, -4.7769], [-4.2871, 5.8759, -2.2514], [11.4217, -5.7977, 1.7922], [-4.6705, 4.6887, 2.1413], [-2.0269, 7.2891, -6.4105], [2.6729, -4.5649, -0.5892], [-2.1347, -4.9123, 1.0311], [-2.5000, 4.4890, -3.2093], [-3.7598, 3.7479, 0.9519], [-9.0094, 2.7778, -6.3971], [9.9422, -2.2590, 4.9072], [-4.9392, 7.9887, -3.3552], [5.1159, -4.0037, 2.7955], [9.0128, -5.4466, 2.2104], [-4.8211, 3.3308, -0.9962], [4.2817, -2.0668, 7.2629], [-1.3562, 5.1908, -5.2921], [3.4858, -5.0668, 4.3179], [13.0917, -4.3790, 2.9331], [-7.0989, 3.3027, 2.5354], [-5.1735, 0.8615, 0.5289], [6.4553, -6.3254, 0.3679], [12.3513, -2.6036, 4.4823], [7.3902, -4.0767, 0.7952], [-6.1793, 0.7347, -0.8637], [-8.0230, 5.0231, -6.1003], [6.3402, -1.9825, 3.5116]], "forces_ev_per_a": [[1.25, -0.28, 0.82], [0.03, -0.22, 0.04], [-0.61, -0.07, -0.15], [-0.15, 0.77, -0.02], [0.40, 0.33, -0.12], [-0.44, -0.06, -0.27], [0.00, -0.09, -0.07], [-0.07, 0.13, 0.27], [-0.14, 0.02, -0.71], [0.10, 0.13, -0.18], [-0.06, 0.92, -0.75], [0.15, -0.09, 0.42], [0.62, -0.57, 0.16], [0.00, 0.02, 0.02], [-0.04, 0.00, -0.03], [-0.01, -0.03, 0.01], [0.00, 0.00, 0.01], [-0.02, -0.05, 0.02], [0.00, 0.00, 0.04], [0.08, 0.02, -0.05], [0.07, -1.11, 0.46], [0.00, 0.01, 0.00], [-0.01, -0.02, -0.02], [0.01, 0.03, -0.02], [0.00, 0.00, 0.04], [-0.04, -0.03, -0.03], [-0.28, -0.12, 0.63], [0.04, -0.03, 0.04], [-0.48, 0.28, -0.09], [-0.01, -0.01, -0.01], [0.01, 0.01, -0.01], [0.03, 0.01, 0.01], [-0.25, -0.35, -0.64], [-0.01, 0.00, -0.01], [-0.01, 0.01, 0.00], [0.02, 0.41, -0.44], [-0.02, 0.02, 0.00], [-0.88, -0.46, 0.38], [0.00, 0.00, -0.01], [-0.01, -0.01, 0.00], [-0.03, -0.04, 0.00], [0.02, 0.02, 0.00], [0.01, 0.01, 0.01], [0.00, -0.01, -0.01], [-0.07, 0.16, -0.04], [0.00, 0.00, 0.00], [-0.01, 0.02, 0.01], [-0.03, -0.02, -0.01], [0.00, 0.00, 0.01], [0.00, 0.00, -0.01], [0.03, -0.14, 0.08], [0.05, 0.03, -0.02], [0.48, 0.60, 0.41], [-0.04, 0.00, 0.02], [0.00, 0.01, 0.00], [0.01, 0.01, 0.01], [-0.18, -0.03, -0.29], [-0.01, 0.00, 0.00], [0.00, -0.01, 0.00], [0.00, 0.01, 0.00], [0.00, 0.01, 0.00], [-0.01, -0.42, -0.10], [-0.01, 0.06, -0.01], [0.00, -0.01, 0.01], [-0.01, -0.01, 0.01], [0.01, 0.00, 0.02], [-0.01, -0.01, 0.00], [0.19, 0.37, -0.13], [-0.02, 0.01, -0.01], [0.02, 0.02, 0.00], [0.05, 0.06, 0.02], [0.00, -0.01, 0.01], [0.01, 0.01, 0.00], [-0.01, 0.00, -0.01], [0.03, 0.02, 0.00], [0.00, 0.00, 0.00], [0.00, -0.01, 0.00], [-0.02, 0.12, 0.29], [0.01, 0.01, 0.00], [-0.01, 0.01, 0.01], [-0.01, 0.00, 0.00], [0.08, -0.04, -0.09], [0.37, 0.08, 0.09], [0.00, 0.00, -0.01], [0.00, 0.00, 0.01], [0.00, 0.00, 0.00], [-0.01, -0.03, -0.02], [-0.01, -0.02, 0.02], [0.19, -0.03, -0.16], [0.00, 0.00, 0.01], [0.00, -0.01, -0.01], [0.00, -0.01, 0.00], [0.01, 0.00, 0.00], [-0.39, -0.02, 0.17], [0.27, -0.07, 0.17], [0.00, -0.01, 0.00], [0.01, 0.00, 0.01], [0.01, 0.01, -0.02], [-0.25, -0.24, -0.10], [0.00, 0.01, 0.00], [-0.01, 0.01, -0.02]]}